Entry 1:
C11H7IN2O | ωB97M-V with the def2-TZVPD basis set

Geometry as XYZ:
```
22
Properties=species:S:1:pos:R:3:mulliken_charge:R:1
C -2.921 0.890 1.869 -0.658
C -2.210 2.057 1.912 -0.862
C 2.911 -0.631 -2.306 -0.412
C -2.349 -0.270 1.311 -0.497
C -0.925 2.032 1.272 -0.608
C 2.572 0.334 -1.338 -0.676
C 2.183 -1.825 -2.393 -0.417
C -1.041 -0.378 0.908 1.137
C -0.266 0.852 0.925 0.304
C 1.476 0.077 -0.472 0.671
C 1.023 -1.218 -0.564 0.572
N 1.260 -2.105 -1.465 -0.373
N -0.444 -1.566 0.636 -0.727
O 0.973 0.988 0.372 -0.388
I -1.373 -3.224 -0.010 0.150
H -3.869 0.931 2.153 0.511
H -2.593 2.936 2.192 0.488
H 3.636 -0.561 -3.005 0.477
H -3.086 -1.116 1.238 0.083
H -0.478 2.930 1.143 0.498
H 3.028 1.345 -1.192 0.371
H 2.493 -2.476 -3.185 0.355
```

- HOMO energy: -7.663 eV
- Frontier orbital gap: 7.7 eV



Entry 2:
C11H7N3O | ωB97M-V with the def2-TZVPD basis set

Geometry as XYZ:
```
22
Properties=species:S:1:pos:R:3:mulliken_charge:R:1
C 2.310 2.420 -0.081 -0.694
C 0.560 4.036 -3.689 -0.068
C 1.252 1.562 -0.205 0.885
C 0.327 1.634 -1.220 -0.492
C 0.434 2.629 -2.106 0.196
C 1.626 3.490 -1.914 0.518
C 0.317 -2.009 0.336 -0.382
C 1.013 -0.926 0.001 -0.612
C -1.279 -0.550 1.429 0.047
C -1.164 -1.957 0.879 -0.453
C 0.536 0.357 0.315 0.725
N 2.499 3.413 -0.964 -0.580
N 1.579 4.396 -2.957 -0.538
N -0.626 0.499 1.096 -0.526
O -0.209 3.067 -3.181 -0.419
H 3.022 2.307 0.672 0.485
H -0.021 4.662 -4.364 0.358
H 0.921 -3.028 0.316 0.260
H 2.060 -0.998 -0.196 0.390
H -2.151 -0.619 2.170 0.294
H -1.855 -2.013 -0.089 0.256
H -1.203 -2.776 1.639 0.350
```

- ΔE to the lowest compared entry with this formula, charge and spin: 170.8 kJ/mol
- HOMO energy (spin up / spin down): -8.275 / -8.035 eV
- Frontier orbital gap (spin up / spin down): 7.3 / 7.1 eV



Entry 3:
C11H7N5O4 | ωB97M-V with the def2-TZVPD basis set

Geometry as XYZ:
```
27
Properties=species:S:1:pos:R:3:mulliken_charge:R:1
O 2.020 3.666 3.688 -0.514
C 1.655 2.653 3.126 0.376
N 0.962 2.796 1.952 -0.627
C 0.668 1.697 1.281 0.407
C 0.000 1.871 0.076 -0.066
C -0.357 0.768 -0.723 0.352
N -1.034 1.066 -1.925 0.225
O -0.821 0.282 -3.050 -0.477
O -1.091 2.398 -2.351 -0.459
C -0.044 -0.542 -0.297 0.425
N -0.547 -1.740 -0.869 -0.166
C -1.867 -1.908 -1.303 -0.086
C -1.977 -3.251 -1.608 -0.397
N -0.727 -3.894 -1.370 -0.621
C 0.100 -2.960 -0.953 -0.109
C 0.760 -0.698 0.843 -0.620
C 1.100 0.404 1.625 0.247
N 1.721 0.166 2.743 -0.617
C 2.055 1.239 3.567 0.272
O 2.618 1.033 4.646 -0.496
H -0.320 2.880 -0.183 0.502
H -0.461 -0.603 -2.778 0.413
H -1.060 2.377 -3.327 0.361
H -2.675 -1.185 -1.337 0.374
H -2.921 -3.721 -1.943 0.353
H 1.144 -3.146 -0.698 0.393
H 1.099 -1.646 1.167 0.553
```

- ΔE to the lowest compared entry with this formula, charge and spin: 0.0 kJ/mol
- SMILES string: O=C1N=c2cc(N(O)O)c(-n3ccnc3)cc2=NC1=O
- HOMO energy: -8.904 eV
- Frontier orbital gap: 5.6 eV



Entry 4:
C11H7NS | ωB97M-V with the def2-TZVPD basis set

Geometry as XYZ:
```
20
Properties=species:S:1:pos:R:3:mulliken_charge:R:1
C 0.158 0.067 0.260 -0.064
C -1.061 -0.016 0.377 0.823
C -2.578 -0.012 0.405 0.062
C -3.301 1.248 0.165 -0.656
C -4.604 1.001 -0.240 -0.129
S -4.929 -0.560 -0.275 -0.123
C -3.345 -1.157 0.092 -0.491
C 1.512 0.133 -0.046 -0.163
C 2.275 -1.192 -0.068 -0.173
C 3.612 -1.382 0.016 -0.651
C 4.347 -0.088 -0.025 -0.168
N 3.845 1.172 -0.243 -0.560
C 2.424 1.262 -0.308 -0.325
H -2.922 2.186 0.760 0.250
H -5.469 1.622 -0.047 0.341
H -3.099 -2.174 -0.527 0.287
H 1.715 -2.114 -0.010 0.355
H 4.105 -2.298 -0.124 0.408
H 5.306 0.047 0.134 0.542
H 2.011 2.255 -0.295 0.436
```

- ΔE to the lowest compared entry with this formula, charge and spin: 349.3 kJ/mol
- SMILES string: C(#Cc1ccsc1)c1cccnc1
- HOMO energy: -8.236 eV
- Frontier orbital gap: 8.1 eV



Entry 5:
C11H8FNO | ωB97M-V with the def2-TZVPD basis set

Geometry as XYZ:
```
22
Properties=species:S:1:pos:R:3:mulliken_charge:R:1
N 1.644 0.788 3.647 -0.508
C 1.368 0.467 2.594 -0.084
C 0.995 0.137 1.288 0.388
C 1.753 -0.814 0.661 -0.646
C 1.792 -1.100 -0.780 -0.214
C 1.209 -0.881 -1.981 -0.209
C 0.138 -0.078 -2.593 -0.341
C -0.994 0.365 -2.097 0.182
F -1.906 0.991 -2.782 -0.273
C -1.357 0.523 -0.525 0.109
O -2.140 -0.500 0.057 -0.392
C -2.153 -0.353 1.405 -0.568
C -1.319 0.575 1.815 -0.592
C -0.336 0.846 0.634 0.317
H 2.577 -1.113 1.238 0.445
H 2.484 -1.987 -0.969 0.180
H 1.816 -1.441 -2.735 0.209
H 0.285 0.053 -3.695 0.304
H -1.771 1.523 -0.521 0.257
H -2.785 -0.912 1.934 0.622
H -1.176 0.989 2.859 0.431
H -0.125 1.922 0.545 0.383
```

- ΔE to the lowest compared entry with this formula, charge and spin: 446.6 kJ/mol
- SMILES string: N#C/C1=C/C=C\C=C(\F)[C@H]2OC=C[C@@H]12
- HOMO energy: -8.784 eV
- Frontier orbital gap: 8.1 eV



Entry 6:
C11H9AuBrFN3O4 | ωB97M-V with the def2-TZVPD basis set

Geometry as XYZ:
```
30
Properties=species:S:1:pos:R:3:lowdin_spin:R:1
Au -0.943 0.115 0.000 0.544
O -2.162 5.854 0.000 0.002
C -0.858 5.656 0.000 0.000
O -0.055 6.548 0.000 0.001
C -0.361 4.239 0.000 0.000
C 0.991 3.951 0.000 0.000
N 1.122 2.619 0.000 0.006
N -0.071 2.013 0.000 0.042
C -0.981 2.986 0.000 0.000
C -2.426 2.607 0.000 0.010
O -3.286 3.468 0.000 0.012
O -2.658 1.335 0.000 0.223
H -2.677 5.007 0.000 0.001
H 1.836 4.618 0.000 0.001
H 1.968 2.084 0.000 0.001
C -0.405 -5.347 0.000 0.059
C 0.503 -4.192 0.000 0.232
C 1.900 -4.267 0.000 0.006
C 2.606 -3.099 0.000 0.130
C 1.912 -1.849 0.000 0.189
Br 2.949 -0.351 0.000 0.163
N 0.581 -1.745 0.000 0.050
C -0.104 -2.885 0.000 0.191
H 0.107 -6.304 0.000 0.000
H -1.078 -5.278 -0.863 0.021
H -1.078 -5.278 0.863 0.021
H 2.398 -5.227 0.000 -0.003
H 3.687 -3.075 0.000 0.003
H -1.194 -2.717 0.000 0.003
F -2.223 -1.487 0.000 0.095
```

- ΔE to the lowest compared entry with this formula, charge and spin: 131.4 kJ/mol
- Net charge: +1
- HOMO energy (spin up / spin down): -12.045 / -12.610 eV
- Frontier orbital gap (spin up / spin down): 6.9 / 3.7 eV
- Multiplicity: 3



Please write out number 4 again, unchanged.
C11H7NS | ωB97M-V with the def2-TZVPD basis set

Geometry as XYZ:
```
20
Properties=species:S:1:pos:R:3:mulliken_charge:R:1
C 0.158 0.067 0.260 -0.064
C -1.061 -0.016 0.377 0.823
C -2.578 -0.012 0.405 0.062
C -3.301 1.248 0.165 -0.656
C -4.604 1.001 -0.240 -0.129
S -4.929 -0.560 -0.275 -0.123
C -3.345 -1.157 0.092 -0.491
C 1.512 0.133 -0.046 -0.163
C 2.275 -1.192 -0.068 -0.173
C 3.612 -1.382 0.016 -0.651
C 4.347 -0.088 -0.025 -0.168
N 3.845 1.172 -0.243 -0.560
C 2.424 1.262 -0.308 -0.325
H -2.922 2.186 0.760 0.250
H -5.469 1.622 -0.047 0.341
H -3.099 -2.174 -0.527 0.287
H 1.715 -2.114 -0.010 0.355
H 4.105 -2.298 -0.124 0.408
H 5.306 0.047 0.134 0.542
H 2.011 2.255 -0.295 0.436
```

- ΔE to the lowest compared entry with this formula, charge and spin: 349.3 kJ/mol
- SMILES string: C(#Cc1ccsc1)c1cccnc1
- HOMO energy: -8.236 eV
- Frontier orbital gap: 8.1 eV